1.
The following is a DFT calculation (the ωB97M-V functional and the def2-TZVPD basis) of C28H38CaN4OP2 as an isolated structure at a distorted geometry.

Last column: Mulliken charge in e.
Cartesian coordinates (Å):
Ca (-1.317, -2.615, -4.615)  1.802
C (3.000, -1.529, 1.245)  -0.643
C (2.955, -1.493, -0.091)  -0.377
C (2.336, -2.495, -1.021)  -0.515
C (0.810, -2.698, -0.894)  1.058
C (0.347, -3.764, 0.045)  -0.559
C (1.040, -4.355, 1.027)  -0.515
C (2.424, -4.049, 1.529)  -0.849
C (2.580, -2.637, 2.157)  -0.642
C (-3.351, -2.298, -3.400)  -1.684
H (3.395, -0.664, 1.785)  0.343
H (3.398, -0.631, -0.602)  0.344
H (2.832, -3.472, -0.979)  0.214
H (2.506, -2.095, -2.032)  0.341
H (0.321, -1.734, -0.676)  0.124
H (0.438, -2.962, -1.896)  -0.378
H (-0.688, -4.080, -0.125)  0.355
H (0.561, -5.145, 1.610)  0.342
H (3.214, -4.210, 0.784)  0.256
H (2.608, -4.764, 2.352)  0.399
H (1.645, -2.366, 2.673)  0.345
H (3.335, -2.722, 2.955)  0.435
H (-3.550, -1.223, -3.547)  0.410
H (-2.993, -2.429, -2.362)  0.286
H (-4.277, -2.858, -3.527)  0.382
P (-2.211, -5.190, -4.475)  -0.046
P (0.646, -3.719, -6.034)  -0.328
N (-2.315, -6.446, -3.218)  0.456
N (-3.716, -5.707, -5.312)  0.429
N (1.880, -4.749, -5.296)  0.479
N (1.587, -3.270, -7.439)  0.442
C (-0.980, -6.021, -5.578)  -0.551
C (-0.421, -5.100, -6.695)  -1.376
C (-2.788, -6.238, -1.918)  -0.584
C (-2.804, -7.455, -1.242)  -0.684
C (-2.345, -8.457, -2.159)  -0.782
C (-2.061, -7.811, -3.358)  -0.122
C (-4.773, -4.865, -5.683)  -0.475
C (-5.660, -5.586, -6.475)  -0.613
C (-5.151, -6.922, -6.579)  -0.740
C (-3.973, -6.974, -5.845)  -0.045
C (2.394, -4.465, -4.024)  -0.451
C (3.181, -5.529, -3.609)  -0.406
C (3.134, -6.526, -4.644)  -1.017
C (2.330, -6.021, -5.660)  -0.452
C (2.687, -3.882, -8.061)  -0.250
C (2.837, -3.336, -9.328)  -0.603
C (1.813, -2.344, -9.496)  -0.539
C (1.071, -2.308, -8.332)  -0.435
H (-1.422, -6.916, -6.046)  0.430
H (-0.169, -6.366, -4.916)  0.520
H (0.149, -5.682, -7.438)  0.403
H (-1.242, -4.601, -7.244)  0.499
H (-3.048, -5.235, -1.594)  0.479
H (-3.104, -7.618, -0.219)  0.432
H (-2.234, -9.516, -1.975)  0.442
H (-1.668, -8.198, -4.289)  0.358
H (-4.788, -3.847, -5.324)  0.332
H (-6.560, -5.216, -6.949)  0.430
H (-5.573, -7.751, -7.127)  0.430
H (-3.297, -7.793, -5.671)  0.212
H (2.145, -3.520, -3.557)  0.320
H (3.738, -5.589, -2.682)  0.477
H (3.631, -7.483, -4.641)  0.462
H (2.031, -6.472, -6.594)  0.538
H (3.268, -4.633, -7.550)  0.439
H (3.585, -3.620, -10.056)  0.425
H (1.648, -1.734, -10.373)  0.423
H (0.224, -1.706, -8.035)  0.320
C (-0.035, 0.023, -3.096)  -1.012
O (-0.190, -1.279, -3.578)  -0.767
H (-0.239, 0.049, -2.019)  0.238
H (-0.702, 0.734, -3.602)  0.296
H (0.996, 0.373, -3.253)  0.290

Calculated values
LUMO energy	-0.7	eV
frontier orbital gap	0.2329	Ha
charge	0
relative energy (zero: lowest compared OMol25 entry of this formula, charge and spin)	0.000	eV
HOMO energy	-7.02	eV
electronic energy	-2744.186876	Ha

=====

2.
The following is a DFT calculation (the ωB97M-V functional and the def2-TZVPD basis) of H4NO2P2 as an isolated structure at a distorted geometry.

Last column: Mulliken charge in e.
Cartesian coordinates (Å):
N (0.742, 0.382, -1.430)  -0.745
O (-1.381, 0.712, 0.074)  -0.686
O (1.065, 1.026, 1.153)  -0.671
P (0.216, -1.777, 0.898)  -0.213
P (0.077, 0.398, 0.245)  0.706
H (-0.116, 0.737, -1.857)  0.272
H (1.296, 1.231, -1.407)  0.260
H (-1.044, -1.897, 0.276)  0.041
H (-0.856, -0.811, 2.047)  0.036

Calculated values
LUMO energy	4.3	eV
frontier orbital gap	0.3237	Ha
charge	-1
relative energy (zero: lowest compared OMol25 entry of this formula, charge and spin)	1.504	eV
HOMO energy	-4.47	eV
electronic energy	-890.424722	Ha

=====

3.
The following is a DFT calculation (the ωB97M-V functional and the def2-TZVPD basis) of a 2-piece molecular cluster, C3H3N3O2S overall at a distorted geometry.

Last column: Mulliken charge in e.
Cartesian coordinates (Å):
C (-2.899, 0.565, -0.039)  0.393
C (-2.187, -0.561, -0.293)  0.373
C (2.023, 0.436, -0.758)  0.505
N (-3.894, 1.230, -0.273)  -0.508
N (2.852, -0.147, -0.167)  0.063
N (3.003, -1.068, 0.730)  -0.606
O (-1.920, -1.557, -0.841)  -0.395
O (1.397, 1.102, -1.525)  -0.489
S (-1.425, 0.509, 1.062)  -0.159
H (-4.089, 2.065, 0.206)  0.285
H (3.697, -0.662, 1.552)  0.277
H (3.442, -1.911, 0.347)  0.260

Calculated values
LUMO energy	-0.8	eV
frontier orbital gap	0.3081	Ha
SMILES	[H]/N=c1\sc1=O.NN=C=O
charge	0
relative energy (zero: lowest compared OMol25 entry of this formula, charge and spin)	3.262	eV
HOMO energy	-9.23	eV
electronic energy	-828.917424	Ha

=====

4.
The following is a DFT calculation (the ωB97M-V functional and the def2-TZVPD basis) of a 4-piece molecular cluster, H8O4 overall at a distorted geometry.

Last column: Mulliken charge in e.
Cartesian coordinates (Å):
O (0.321, -2.633, 1.578)  -0.648
H (-0.132, -2.941, 0.766)  0.324
H (0.652, -3.496, 1.912)  0.312
O (1.202, 2.257, -0.266)  -0.668
H (1.892, 1.642, -0.565)  0.336
H (0.987, 2.764, -1.077)  0.326
O (-1.191, 0.396, -1.993)  -0.658
H (-1.445, 1.315, -1.864)  0.270
H (-0.895, 0.081, -1.094)  0.426
O (-0.791, 0.192, 0.683)  -0.706
H (-0.179, 0.934, 0.665)  0.343
H (-0.423, -0.507, 1.251)  0.345

Calculated values
LUMO energy	0.5	eV
frontier orbital gap	0.4077	Ha
SMILES	O.O.O.O
charge	0
relative energy (zero: lowest compared OMol25 entry of this formula, charge and spin)	0.745	eV
HOMO energy	-10.55	eV
electronic energy	-305.751839	Ha

=====

5.
The following is a DFT calculation (the ωB97M-V functional and the def2-TZVPD basis) of C41H41As2N3W as an isolated structure.

Last column: Löwdin spin population.
Cartesian coordinates (Å):
W (0.220, -0.057, 0.480)  1.837
C (-0.048, 0.685, -3.535)  0.015
C (1.265, 0.775, -3.059)  0.002
C (1.729, -0.134, -2.116)  0.018
C (0.875, -1.143, -1.626)  0.012
C (-0.466, -1.184, -2.064)  0.003
C (-0.913, -0.277, -3.027)  0.005
H (-0.378, 1.350, -4.325)  0.001
H (1.940, 1.511, -3.479)  0.000
H (2.778, -0.134, -1.846)  0.001
H (1.292, -2.009, -1.111)  0.009
H (-1.107, -2.007, -1.778)  0.001
H (-1.921, -0.364, -3.416)  0.000
C (-0.944, -2.973, 2.875)  -0.007
C (-1.252, -1.707, 3.648)  0.001
As (0.050, -0.355, 3.103)  -0.002
C (-0.006, 1.042, 4.397)  0.003
C (-1.250, 1.458, 4.869)  -0.001
C (-1.307, 2.396, 5.888)  0.000
C (-0.132, 2.915, 6.423)  -0.002
C (1.107, 2.493, 5.946)  0.000
C (1.176, 1.554, 4.929)  -0.001
C (1.715, -1.303, 3.220)  0.000
C (2.164, -1.823, 4.429)  0.000
C (3.276, -2.657, 4.447)  0.000
C (3.926, -2.993, 3.264)  0.000
C (3.478, -2.487, 2.049)  0.000
C (2.384, -1.638, 2.041)  0.004
As (-0.924, -2.544, 0.970)  -0.028
C (-2.779, -2.354, 0.550)  -0.001
C (-3.238, -1.069, 0.268)  0.015
C (-4.586, -0.827, 0.066)  0.002
C (-5.475, -1.895, 0.141)  0.001
C (-5.019, -3.180, 0.416)  0.000
C (-3.665, -3.421, 0.629)  -0.001
C (-0.178, -4.017, 0.021)  -0.006
C (0.991, -4.605, 0.504)  -0.003
C (1.515, -5.710, -0.151)  0.000
C (0.878, -6.218, -1.280)  -0.006
C (-0.291, -5.629, -1.752)  0.000
C (-0.823, -4.525, -1.105)  -0.004
H (-1.732, -3.719, 2.989)  -0.001
H (0.004, -3.426, 3.162)  0.000
H (-1.131, -1.832, 4.725)  0.000
H (-2.259, -1.334, 3.457)  0.000
H (-2.171, 1.040, 4.476)  0.000
H (-2.267, 2.707, 6.280)  0.000
H (-0.180, 3.638, 7.226)  0.000
H (2.017, 2.879, 6.386)  0.000
H (2.141, 1.199, 4.584)  0.000
H (1.661, -1.584, 5.359)  0.000
H (3.635, -3.051, 5.388)  0.000
H (4.788, -3.647, 3.290)  0.000
H (3.992, -2.741, 1.130)  0.000
H (2.115, -1.194, 1.060)  0.005
H (-2.484, -0.280, 0.221)  0.012
H (-4.953, 0.168, -0.150)  0.000
H (-6.532, -1.727, -0.016)  0.000
H (-5.722, -4.001, 0.468)  0.000
H (-3.327, -4.427, 0.847)  0.000
H (1.480, -4.233, 1.397)  0.000
H (2.409, -6.186, 0.229)  0.000
H (1.285, -7.084, -1.784)  0.000
H (-0.796, -6.043, -2.614)  0.000
H (-1.758, -4.102, -1.456)  0.000
N (1.419, 2.463, 1.858)  0.012
C (2.544, 3.137, 2.029)  -0.002
C (3.572, 2.439, 1.390)  -0.001
C (2.972, 1.327, 0.862)  0.008
N (1.624, 1.336, 1.116)  0.013
H (0.484, 2.713, 2.168)  0.001
H (2.557, 4.067, 2.579)  0.000
H (4.612, 2.718, 1.335)  0.000
H (3.426, 0.522, 0.309)  0.001
N (-0.915, 1.483, -0.500)  0.026
C (-1.142, 2.686, 0.318)  0.020
C (-1.827, 2.565, 1.519)  0.016
C (-1.974, 3.697, 2.315)  0.001
C (-1.455, 4.918, 1.899)  0.004
C (-0.788, 5.018, 0.681)  0.006
C (-0.622, 3.893, -0.116)  0.001
H (-0.402, 1.771, -1.341)  0.005
H (-1.803, 1.132, -0.866)  0.005
H (-2.271, 1.622, 1.822)  0.004
H (-2.517, 3.629, 3.248)  0.000
H (-1.589, 5.799, 2.512)  0.000
H (-0.406, 5.974, 0.347)  0.000
H (-0.103, 3.969, -1.066)  0.000

Calculated values
⟨S²⟩	2.0351
LUMO energy (spin up / spin down)	-13.8 / -13.1	eV
frontier orbital gap (spin up / spin down)	0.1989 / 0.2230	Ha
2S+1	3
charge	+4
relative energy (zero: lowest compared OMol25 entry of this formula, charge and spin)	1.224	eV
HOMO energy (spin up / spin down)	-19.22 / -19.20	eV
electronic energy	-6288.338751	Ha

=====

6.
The following is a DFT calculation (the ωB97M-V functional and the def2-TZVPD basis) of C38H43CaCl5F3NO5 as an isolated structure at a distorted geometry.

Last column: Mulliken charge in e.
Cartesian coordinates (Å):
Ca (0.875, -0.301, -0.431)  1.565
C (-3.234, -0.397, 6.452)  -2.043
C (-1.761, -0.019, 6.264)  2.259
C (-1.654, 1.507, 6.377)  -1.904
C (-0.948, -0.654, 7.403)  -1.663
C (-1.217, -0.505, 4.921)  -0.396
C (-0.105, 0.099, 4.344)  -0.528
C (0.394, -0.345, 3.138)  -0.940
N (1.497, 0.328, 2.521)  1.522
C (1.337, 1.733, 2.209)  -1.096
C (2.130, 2.609, 2.926)  -0.462
C (2.041, 3.978, 2.730)  -0.326
C (1.116, 4.406, 1.779)  -0.483
C (0.314, 3.573, 1.015)  0.217
C (0.420, 2.159, 1.204)  1.427
O (-0.249, 1.280, 0.536)  -1.631
C (-0.592, 4.258, -0.025)  2.357
C (-1.621, 5.131, 0.715)  -1.839
C (-1.370, 3.319, -0.954)  -1.958
C (0.275, 5.151, -0.929)  -1.521
C (2.925, 4.994, 3.449)  2.233
C (3.895, 4.321, 4.420)  -2.127
C (2.055, 5.975, 4.251)  -1.683
C (3.749, 5.779, 2.419)  -1.674
C (-0.198, -1.409, 2.403)  1.346
O (0.274, -1.734, 1.240)  -0.864
C (-1.301, -2.064, 3.022)  -0.548
C (-1.771, -1.590, 4.240)  -0.005
C (-1.963, -3.238, 2.300)  2.753
C (-0.922, -4.334, 2.027)  -1.620
C (-2.564, -2.765, 0.967)  -1.490
C (-3.095, -3.861, 3.124)  -2.433
H (-3.623, 0.068, 7.362)  0.451
H (-3.367, -1.475, 6.553)  0.344
H (-3.836, -0.059, 5.607)  0.411
H (-2.170, 1.855, 7.278)  0.450
H (-2.101, 1.994, 5.509)  0.408
H (-0.618, 1.838, 6.445)  0.381
H (-1.302, -0.311, 8.381)  0.444
H (0.108, -0.393, 7.307)  0.336
H (-1.027, -1.743, 7.367)  0.303
H (0.390, 0.941, 4.813)  0.264
H (2.818, 2.179, 3.645)  0.468
H (1.030, 5.475, 1.606)  0.273
H (-2.298, 4.507, 1.303)  0.375
H (-2.217, 5.702, -0.005)  0.448
H (-1.136, 5.836, 1.394)  0.259
H (-2.013, 2.637, -0.405)  0.334
H (-0.699, 2.719, -1.566)  0.222
H (-1.987, 3.937, -1.617)  0.470
H (0.685, 6.008, -0.389)  0.318
H (-0.331, 5.539, -1.754)  0.492
H (1.102, 4.569, -1.338)  0.149
H (3.363, 3.772, 5.199)  0.356
H (4.517, 5.079, 4.905)  0.456
H (4.555, 3.623, 3.902)  0.353
H (1.492, 5.443, 5.021)  0.337
H (1.336, 6.480, 3.604)  0.288
H (2.673, 6.738, 4.735)  0.446
H (4.316, 5.095, 1.786)  0.327
H (4.447, 6.460, 2.919)  0.474
H (3.105, 6.370, 1.767)  0.309
H (-2.620, -2.092, 4.683)  0.254
H (-0.148, -3.966, 1.358)  0.164
H (-1.405, -5.204, 1.569)  0.465
H (-0.455, -4.658, 2.962)  0.317
H (-1.804, -2.311, 0.335)  0.144
H (-3.355, -2.032, 1.142)  0.262
H (-2.995, -3.616, 0.430)  0.459
H (-2.740, -4.235, 4.088)  0.405
H (-3.516, -4.705, 2.571)  0.461
H (-3.901, -3.147, 3.307)  0.380
Cl (-1.952, -0.434, -2.883)  -0.241
C (-0.873, -1.801, -3.135)  0.899
C (0.101, -2.024, -2.185)  -1.337
C (0.910, -3.110, -2.439)  0.923
Cl (2.207, -3.454, -1.286)  -0.244
C (0.788, -3.949, -3.543)  -0.511
Cl (1.830, -5.311, -3.787)  -0.244
C (-0.215, -3.675, -4.472)  0.707
Cl (-0.410, -4.685, -5.866)  -0.243
C (-1.059, -2.584, -4.270)  -0.436
Cl (-2.302, -2.244, -5.428)  -0.235
F (4.201, -0.400, -2.142)  -0.228
C (4.136, 0.940, -2.183)  0.872
F (4.606, 1.306, -3.407)  -0.313
F (5.024, 1.406, -1.287)  -0.267
C (2.695, 1.507, -1.967)  0.249
O (2.647, 2.673, -1.592)  -0.611
O (1.767, 0.707, -2.242)  -0.774
C (2.876, -1.718, 2.443)  -1.640
C (2.372, -0.446, 1.814)  0.718
O (2.851, -0.063, 0.739)  -0.633
H (3.921, -1.541, 2.707)  0.537
H (2.827, -2.515, 1.705)  0.140
H (2.315, -1.996, 3.332)  0.209

Calculated values
LUMO energy	4.0	eV
frontier orbital gap	0.2311	Ha
charge	-2
relative energy (zero: lowest compared OMol25 entry of this formula, charge and spin)	0.498	eV
HOMO energy	-2.30	eV
electronic energy	-5183.261746	Ha

=====

7.
The following is a DFT calculation (the ωB97M-V functional and the def2-TZVPD basis) of H23O11 as an isolated structure at a distorted geometry.

Last column: Mulliken charge in e.
Cartesian coordinates (Å):
O (2.901, 3.073, 0.216)  -0.595
H (2.557, 2.110, 0.446)  0.329
H (-1.567, -1.726, 1.070)  0.299
O (2.270, -1.250, 1.560)  -0.626
H (3.012, -1.338, 2.118)  0.283
H (2.775, -4.183, 1.329)  0.316
O (-3.154, 1.740, -0.999)  -0.529
H (-3.076, -1.830, -1.254)  0.314
H (1.970, 3.444, -0.761)  0.419
O (-0.112, 1.215, 0.074)  -0.302
H (-0.958, 1.225, 0.518)  0.367
H (-3.154, 1.121, 2.336)  0.266
O (-0.662, -1.608, 0.725)  -0.610
H (1.075, 2.813, -2.100)  0.316
H (0.063, 0.543, -0.669)  0.141
O (-0.692, -0.877, -1.836)  -0.524
H (-1.582, -1.063, -2.135)  0.253
H (-3.850, 2.372, -1.131)  0.255
O (1.816, -4.027, 1.256)  -0.602
H (-2.698, 2.117, -1.777)  0.292
O (-2.485, 1.625, 1.928)  -0.577
H (-2.087, 2.279, 2.496)  0.283
H (1.707, -1.964, 1.907)  0.240
O (2.015, -0.326, -0.705)  -0.638
H (1.420, -4.073, 2.034)  0.303
H (1.239, -0.749, -0.245)  0.449
O (-2.867, -2.653, -1.743)  -0.661
H (2.633, -0.705, -0.132)  0.304
H (-2.312, -3.216, -1.237)  0.335
O (1.114, 2.978, -1.137)  -0.621
H (0.357, 2.166, -0.465)  0.494
H (-0.164, -0.860, -2.534)  0.231
H (-0.683, -1.498, -0.261)  0.451
H (3.179, 3.125, 1.103)  0.347

Calculated values
LUMO energy	-2.8	eV
frontier orbital gap	0.4117	Ha
charge	+1
relative energy (zero: lowest compared OMol25 entry of this formula, charge and spin)	4.798	eV
HOMO energy	-14.01	eV
electronic energy	-841.105835	Ha

=====

8.
The following is a DFT calculation (the ωB97M-V functional and the def2-TZVPD basis) of C7H10 as an isolated structure.

Last column: Mulliken charge in e.
Cartesian coordinates (Å):
C (-0.224, 1.682, -0.990)  -1.713
C (0.000, 0.323, -0.336)  1.646
C (0.147, -0.863, -1.284)  -1.171
C (-0.444, -1.525, 0.870)  -0.386
C (0.467, -0.785, 1.602)  -0.207
C (1.063, 0.329, 0.788)  -0.782
C (-1.098, -0.318, 0.444)  -0.936
H (0.631, 1.928, -1.631)  0.383
H (-1.117, 1.661, -1.624)  0.379
H (-0.333, 2.489, -0.256)  0.380
H (0.631, -0.633, -2.249)  0.313
H (-0.742, -1.473, -1.432)  0.211
H (-0.911, -2.447, 1.199)  0.383
H (0.820, -1.061, 2.596)  0.411
H (2.093, 0.081, 0.486)  0.301
H (1.063, 1.290, 1.317)  0.364
H (-2.120, -0.002, 0.626)  0.424

Calculated values
LUMO energy (spin up / spin down)	0.5 / 0.7	eV
frontier orbital gap (spin up / spin down)	0.2630 / 0.2854	Ha
charge	0
relative energy (zero: lowest compared OMol25 entry of this formula, charge and spin)	5.841	eV
HOMO energy (spin up / spin down)	-6.63 / -7.05	eV
electronic energy	-272.503362	Ha